Density functional theory data (ωB97M-V/def2-TZVPD) for a 12-piece molecular cluster, C54H78N6O30S6 overall.

```
174
Properties=species:S:1:pos:R:3:forces:R:3:mulliken_charge:R:1
O 22.999 10.860 10.603 0.44 2.42 0.61 -0.346
S 22.837 9.464 10.629 -0.15 -2.42 -0.12 0.440
O 21.830 8.856 11.440 -0.28 0.14 0.89 -0.254
O 22.465 9.047 9.179 -0.35 0.22 -2.20 -0.274
C 22.074 10.039 8.089 -0.29 -0.83 1.66 -0.200
C 23.272 10.617 7.444 -0.30 0.06 -0.75 -0.965
C 24.368 8.591 10.867 0.20 1.36 -2.68 -0.290
H 21.335 10.735 8.487 0.32 0.12 0.21 0.186
H 21.566 9.391 7.418 -0.53 -0.64 -0.56 0.414
H 22.955 11.321 6.635 0.37 -0.89 0.30 0.381
H 23.872 9.752 7.127 0.10 0.67 -0.37 0.283
H 23.794 11.205 8.150 0.82 0.56 0.72 0.188
H 24.658 8.633 11.867 -0.03 -0.56 1.79 -0.563
H 25.092 9.314 10.426 -0.23 -0.81 -0.20 0.484
H 24.364 7.617 10.338 -0.07 0.65 0.63 0.362
O 17.099 9.380 13.567 0.86 0.11 0.79 -0.819
S 18.136 10.393 13.522 -1.13 -2.19 0.80 1.265
O 19.478 10.056 13.900 0.02 0.07 0.14 0.117
O 18.062 10.927 12.101 0.61 1.18 -2.05 -0.325
C 18.340 10.048 10.954 0.16 0.31 -0.05 0.836
C 17.291 10.337 9.923 0.32 0.63 -1.42 -1.584
C 17.561 11.783 14.380 -3.30 0.28 0.21 -0.917
H 18.220 9.026 11.216 0.02 -0.94 0.79 -0.202
H 19.387 10.194 10.693 -0.10 0.21 -0.20 -0.040
H 17.324 11.352 9.529 0.41 0.07 -0.06 0.360
H 16.351 10.306 10.401 -1.21 -0.39 0.63 0.387
H 17.249 9.646 9.048 0.40 0.28 0.82 0.358
H 17.287 11.540 15.431 1.08 0.04 -0.53 0.379
H 16.499 11.932 13.977 1.52 -0.02 0.11 0.396
H 18.117 12.683 14.203 0.47 0.01 0.34 -0.117
O 24.951 6.520 19.728 -0.09 0.03 0.42 -0.464
S 24.630 7.263 20.930 0.18 -0.69 -1.78 1.183
O 25.561 7.194 22.000 0.24 -0.03 0.93 -0.722
O 24.473 8.752 20.541 -0.20 0.82 0.04 -0.393
C 24.633 9.232 19.146 0.70 0.77 1.33 1.119
C 24.946 10.749 19.247 -0.72 -0.65 -0.74 -0.660
C 23.045 6.732 21.471 0.48 -1.23 0.06 -0.810
H 23.658 9.141 18.723 -0.41 -0.58 -0.87 -0.407
H 25.440 8.606 18.700 -0.89 0.72 0.02 0.045
H 24.003 11.377 19.497 1.91 -1.12 -0.27 -0.051
H 25.313 10.963 18.233 -0.38 0.41 0.23 0.011
H 25.806 10.895 19.898 -0.31 0.25 0.36 0.459
H 22.710 7.327 22.307 -0.01 0.06 0.19 0.478
H 23.332 5.690 21.791 -0.74 0.88 -0.22 0.372
H 22.322 6.742 20.637 0.73 -0.05 0.61 -0.168
O 24.875 15.128 11.992 0.43 -1.05 0.57 -0.645
S 25.903 14.198 12.406 -0.66 1.68 -0.23 1.241
O 27.258 14.687 12.372 -0.27 -0.73 0.36 -0.682
O 25.504 13.738 13.905 0.20 0.27 -0.97 -0.325
C 26.528 13.033 14.665 -1.02 -1.00 -0.85 0.370
C 26.147 12.999 16.106 1.61 1.70 1.21 -1.190
C 25.773 12.726 11.472 0.68 -1.22 -0.21 0.290
H 27.463 13.508 14.432 0.48 0.30 0.28 0.640
H 26.549 11.999 14.292 0.10 0.18 -0.06 -0.349
H 25.760 13.959 16.473 -0.35 -0.11 -0.46 0.423
H 27.128 13.022 16.625 -0.50 -0.72 0.11 0.413
H 25.525 12.199 16.459 -0.18 -0.41 -0.25 -0.087
H 24.729 12.377 11.379 0.59 0.19 0.18 -0.238
H 26.430 11.959 11.939 -0.73 0.32 -0.01 -0.405
H 26.248 12.868 10.487 -0.46 0.42 0.32 0.472
O 28.060 3.560 17.461 0.56 0.14 1.01 -0.532
S 28.346 3.826 18.854 -0.32 -1.67 -0.14 1.070
O 29.609 3.456 19.466 -1.20 0.22 -0.69 -0.643
O 28.085 5.331 19.042 0.37 1.30 -1.11 -0.066
C 28.223 5.890 20.361 0.33 -0.81 0.60 -0.219
C 28.901 7.215 20.374 1.26 0.02 -0.06 -1.279
C 26.974 3.184 19.828 -0.61 0.35 0.63 -0.803
H 28.811 5.150 20.934 -0.36 0.52 0.09 0.569
H 27.213 5.959 20.661 -0.91 0.05 1.00 0.189
H 28.308 8.041 19.974 -0.05 -0.15 0.22 0.131
H 29.790 7.081 19.743 0.01 0.39 0.17 0.378
H 29.266 7.413 21.412 -0.50 0.08 -0.84 0.350
H 27.062 2.113 20.022 0.00 0.02 -0.67 0.450
H 25.990 3.494 19.356 1.34 -0.46 0.46 0.127
H 27.033 3.607 20.855 0.01 0.11 -0.76 0.322
O 24.614 9.947 16.077 0.80 0.42 0.27 -0.114
S 24.258 9.439 14.790 -0.02 -0.20 -2.32 0.331
O 24.710 10.025 13.524 -0.67 0.34 1.99 0.065
O 24.811 7.979 14.585 -0.77 -0.40 1.78 0.311
C 24.666 7.106 15.802 1.41 -1.73 -1.92 1.204
C 26.044 6.948 16.468 -0.64 -0.23 1.57 -0.268
C 22.486 9.387 14.838 0.33 -0.91 0.08 0.462
H 24.234 6.159 15.350 0.98 0.79 0.63 -0.562
H 23.906 7.419 16.460 -0.76 1.01 0.82 -0.123
H 25.971 6.169 17.281 -0.16 1.03 -0.48 0.162
H 26.503 7.890 16.891 -0.91 -0.82 -0.42 0.080
H 26.784 6.523 15.834 0.29 -0.27 -0.98 -0.509
H 22.100 8.954 13.924 -0.13 0.02 -0.20 -0.779
H 22.273 10.433 14.894 -0.50 0.73 -0.06 0.357
H 22.078 8.881 15.736 0.59 0.18 -0.54 -0.378
C 22.210 14.242 14.002 -1.28 1.07 0.97 -0.100
C 21.778 13.726 12.799 1.79 -1.05 -1.47 0.128
C 20.478 13.710 12.373 -1.55 0.64 0.59 -0.683
C 19.559 14.358 13.221 -0.18 -1.18 -2.57 -0.294
C 19.918 14.904 14.390 0.55 0.66 0.76 -0.196
C 21.243 14.881 14.810 0.05 -1.52 -0.71 -0.920
N 18.155 14.587 12.718 1.46 2.19 1.28 1.197
O 17.750 13.942 11.809 -0.65 -1.18 -1.10 -0.549
O 17.593 15.564 13.209 -0.21 -0.79 -0.07 -0.682
H 23.257 14.176 14.257 -0.03 0.11 0.14 0.465
H 22.558 13.320 12.128 -0.62 0.07 0.43 0.113
H 20.117 13.277 11.445 0.33 0.06 0.09 0.458
H 19.134 15.393 14.908 -0.36 0.49 0.85 0.584
H 21.391 15.190 15.812 0.73 0.59 0.69 0.460
C 17.661 4.880 19.643 -0.69 -0.36 -0.01 -0.486
C 18.419 5.857 20.223 0.79 1.07 0.12 -0.955
C 19.674 6.134 19.686 0.91 0.04 0.45 0.049
C 20.131 5.351 18.629 1.82 1.19 0.86 0.599
C 19.421 4.335 18.073 0.02 -0.30 -0.06 -0.661
C 18.161 4.138 18.583 -1.46 -0.50 -0.30 -0.471
N 21.580 5.615 18.173 -1.44 -0.10 -0.22 1.089
O 22.092 4.806 17.421 -0.09 0.56 0.54 -0.550
O 22.087 6.656 18.566 0.06 -0.55 -0.57 -0.363
H 16.660 4.707 20.045 0.27 -0.15 -0.33 0.389
H 18.034 6.448 21.050 0.16 -0.15 -0.09 0.456
H 20.382 6.848 20.157 -0.94 -0.37 -0.51 0.026
H 19.874 3.708 17.331 -0.08 -0.09 -0.41 0.562
H 17.460 3.445 18.117 0.47 -0.15 0.08 0.364
C 30.337 9.961 15.714 -1.01 -1.31 -0.35 -0.820
C 29.789 8.666 15.722 0.23 1.11 0.48 -0.451
C 28.810 8.303 14.858 -1.57 0.13 -1.95 -0.310
C 28.420 9.260 13.871 0.01 -1.40 1.57 0.411
C 28.935 10.542 13.824 -0.96 -1.27 -0.24 -0.492
C 29.868 10.863 14.768 2.67 2.27 0.49 -0.495
N 27.499 8.843 12.820 0.67 0.93 -3.09 1.155
O 27.275 9.712 11.947 -0.30 -0.85 1.35 -0.660
O 27.214 7.679 12.632 -0.16 0.22 1.10 -0.535
H 31.068 10.130 16.484 0.29 0.69 -0.18 0.454
H 30.077 7.971 16.462 0.45 -0.62 0.72 0.562
H 28.308 7.317 14.914 0.60 0.87 -0.30 0.190
H 28.540 11.161 13.038 0.40 0.48 0.00 0.562
H 30.432 11.846 14.676 -1.12 -1.12 0.27 0.339
C 25.413 3.368 15.344 0.00 0.95 0.15 -0.386
C 26.359 4.069 14.600 1.23 -0.08 -0.34 -0.866
C 26.077 4.643 13.371 0.26 -0.64 1.32 -0.057
C 24.784 4.465 12.921 1.29 1.53 -0.79 -0.128
C 23.830 3.811 13.604 -1.78 -1.58 1.23 -0.454
C 24.117 3.252 14.878 -0.54 -0.08 0.07 -0.287
N 24.475 5.165 11.672 0.98 -0.32 -1.48 1.112
O 23.335 5.265 11.283 -0.65 0.07 0.37 -0.641
O 25.439 5.554 11.013 -0.63 -0.07 0.51 -0.609
H 25.688 3.109 16.354 0.00 -0.49 0.05 0.453
H 27.398 4.154 14.949 -0.61 -0.05 0.20 0.467
H 26.848 5.206 12.873 -0.26 0.06 -0.33 0.604
H 22.868 3.680 13.111 0.03 0.20 0.39 0.499
H 23.362 2.779 15.568 0.66 0.56 -1.31 0.278
C 20.738 11.792 17.225 0.25 -0.83 0.76 -0.697
C 20.445 10.441 17.413 -0.07 -0.26 -1.80 -0.209
C 20.708 9.854 18.649 0.48 0.19 -0.35 -0.433
C 21.219 10.650 19.651 -0.22 1.48 0.29 -0.205
C 21.451 12.052 19.540 -0.09 -2.17 -0.93 -1.000
C 21.297 12.547 18.254 -0.12 0.67 0.51 -0.385
N 21.665 9.988 20.892 -0.40 1.29 -2.25 1.167
O 21.275 8.885 21.103 -0.95 -2.04 0.82 -0.636
O 22.469 10.588 21.523 1.26 0.94 1.85 -0.604
H 20.589 12.187 16.249 0.05 0.51 -0.61 0.793
H 20.175 9.878 16.441 0.07 0.59 2.07 0.306
H 20.705 8.794 18.823 -0.35 -0.27 -0.13 0.988
H 21.842 12.625 20.366 0.07 -0.03 -0.05 0.463
H 21.680 13.546 18.092 -0.39 0.21 -0.28 0.377
C 18.722 5.898 10.565 -0.98 -0.55 -0.82 -0.608
C 17.696 5.426 11.374 0.45 0.51 0.71 -0.574
C 17.787 5.696 12.737 0.55 -0.26 0.47 -0.808
C 18.949 6.311 13.292 -1.06 -1.19 -1.81 -0.459
C 20.015 6.607 12.451 -0.18 0.39 1.10 0.488
C 19.831 6.497 11.103 0.31 0.16 -1.34 -0.498
N 19.010 6.487 14.723 2.79 0.82 0.40 1.044
O 18.053 6.245 15.389 -1.16 -0.29 0.67 -0.674
O 20.102 6.878 15.196 -1.26 -0.44 -0.59 -0.134
H 18.613 5.731 9.490 0.29 0.26 0.28 0.423
H 16.864 4.884 10.938 0.02 0.12 0.26 0.426
H 17.033 5.293 13.397 -0.08 0.37 0.14 0.498
H 20.984 6.922 12.780 0.04 0.41 0.48 0.419
H 20.558 6.916 10.422 0.36 -0.23 0.17 0.461
```
Forces are in eV/Å.

Its total charge is 0. The total energy is -7078.63595 a.u. The frontier orbital gap is 8.92 eV. As for the SMILES: O=[N+]([O-])c1ccccc1.O=[N+]([O-])c1ccccc1.O=[N+]([O-])c1ccccc1.O=[N+]([O-])c1ccccc1.O=[N+]([O-])c1ccccc1.O=[N+]([O-])c1ccccc1.CCOS(C)(=O)=O.CCOS(C)(=O)=O.CCOS(C)(=O)=O.CCOS(C)(=O)=O.CCOS(C)(=O)=O.CCOS(C)(=O)=O. The LUMO energy comes out at -0.032 hartree.